# 1
The following is a DFT calculation (ωB97M-V/def2-TZVPD) of C23H28BF2N4O3PPd as an isolated structure at a distorted geometry.

Each line ends with the natural charge from an NBO analysis.
Element x y z (Å)
1 Pd -0.2157 0.5647 -0.4845  0.206
2 C 0.6731 -5.5545 0.4714  -0.219
3 C -0.4618 -4.7680 0.5793  -0.199
4 C -0.5185 -3.5451 -0.0654  -0.250
5 C 0.5678 -3.0938 -0.8063  0.249
6 C 1.7307 -3.8575 -0.8649  -0.234
7 C 1.7692 -5.0897 -0.2371  -0.208
8 N 0.4617 -1.8686 -1.5301  -0.728
9 C -0.3679 -1.9199 -2.6837  0.161
10 C -0.3465 -3.0504 -3.4870  -0.233
11 C -1.0809 -3.1136 -4.6596  -0.192
12 C -1.8761 -2.0400 -5.0413  -0.228
13 C -1.9139 -0.9088 -4.2617  -0.200
14 C -1.1511 -0.8077 -3.0775  0.136
15 N -1.1276 0.3512 -2.3595  -0.273
16 N -1.6964 1.3867 -2.9167  -0.273
17 C -1.4846 2.6016 -2.4293  0.298
18 C -2.0605 3.7149 -3.0917  -0.222
19 C -1.8325 4.9738 -2.6107  -0.172
20 C -1.0130 5.1375 -1.4903  -0.279
21 C -0.4801 4.0110 -0.8927  0.055
22 N -0.7120 2.7805 -1.3170  -0.509
23 H 0.7065 -6.5246 0.9439  0.214
24 H -1.3057 -5.1140 1.1557  0.214
25 H -1.4101 -2.9365 -0.0085  0.226
26 H 2.5867 -3.4877 -1.4138  0.223
27 H 2.6525 -5.7075 -0.3110  0.216
28 H 0.2720 -3.8857 -3.1955  0.224
29 H -1.0178 -3.9973 -5.2771  0.214
30 H -2.4563 -2.0934 -5.9518  0.215
31 H -2.5154 -0.0570 -4.5396  0.238
32 H -2.6669 3.5344 -3.9642  0.228
33 H -2.2781 5.8345 -3.0881  0.219
34 H -0.8123 6.1193 -1.0967  0.220
35 H 0.1551 4.0976 -0.0195  0.197
36 F 1.6757 0.1621 -2.1563  -0.497
37 B 1.3152 -0.7614 -1.2320  1.206
38 F 2.1854 -0.8722 -0.2073  -0.500
39 C -0.5547 3.8600 2.8116  -0.635
40 C -1.1508 2.5233 2.3923  -0.067
41 O -0.2908 1.4570 2.7428  -0.837
42 P 0.6304 0.6920 1.6202  1.804
43 O 0.9203 -0.6278 2.4875  -0.827
44 C -0.1624 -1.5163 2.7299  -0.066
45 C -0.7846 -1.2392 4.0898  -0.634
46 O 2.0561 1.4015 1.6579  -0.831
47 C 3.1024 1.1974 2.6105  -0.060
48 C 3.3478 2.4586 3.4235  -0.627
49 H -1.1738 4.6756 2.4465  0.213
50 H 0.4538 3.9639 2.4182  0.211
51 H -0.5093 3.9099 3.8982  0.212
52 H -1.3517 2.4839 1.3080  0.187
53 H -2.0983 2.3574 2.9194  0.181
54 H 0.2491 -2.5280 2.6827  0.193
55 H -0.9075 -1.4121 1.9258  0.181
56 H -0.0272 -1.2933 4.8671  0.210
57 H -1.5689 -1.9571 4.3096  0.208
58 H -1.2035 -0.2388 4.0950  0.225
59 H 3.9947 0.9448 2.0289  0.188
60 H 2.8444 0.3688 3.2732  0.195
61 H 3.6138 3.2861 2.7703  0.210
62 H 4.1642 2.2921 4.1234  0.213
63 H 2.4566 2.7251 3.9860  0.211

Properties
HOMO level (spin up / spin down) = -7.24 / -6.25 eV
E_LUMO (spin up / spin down) = -0.0365 / -0.0474 hartree
Gap between HOMO and LUMO (spin up / spin down) = 6.25 / 4.96 eV

# 2
The following is a DFT calculation (ωB97M-V/def2-TZVPD) of one molecule with the formula C23H28ClN3O3 at a distorted geometry.

Each line ends with the natural charge from an NBO analysis.
Element x y z (Å)
1 C 4.3959 -3.2455 -5.0915  -0.623
2 C 4.0939 -2.5274 -3.7067  -0.388
3 C 2.5417 -2.7125 -3.3127  -0.087
4 O 2.5531 -2.1421 -2.0809  -0.445
5 C 1.4541 -2.0303 -1.5653  0.381
6 C 1.4012 -1.6829 -0.2081  -0.279
7 C 0.2905 -1.7125 0.5578  -0.055
8 C -1.1027 -2.0416 -0.1949  -0.215
9 C -2.1839 -1.8542 0.6895  0.622
10 O -2.4107 -2.4524 1.9140  -0.643
11 N -3.4385 -1.4484 0.0252  -0.481
12 C -3.3688 -0.8471 -1.0313  -0.191
13 C -3.8246 0.6519 -0.6691  -0.271
14 N -3.8113 1.0648 0.6818  -0.433
15 C -2.4093 1.3320 1.1328  0.023
16 C -1.2633 1.3719 0.1689  -0.190
17 C -0.0332 1.5677 0.6998  -0.214
18 C 0.0481 2.2716 1.9528  0.086
19 N 1.2542 2.7255 2.2974  -0.593
20 C 1.9059 3.2944 3.4889  0.647
21 O 1.1108 3.7398 4.4254  -0.605
22 C 3.2033 3.6536 3.4268  -0.525
23 C 3.6842 4.8803 2.4133  -0.543
24 C -0.9691 2.3630 2.8139  -0.246
25 C -2.4229 2.1877 2.0959  0.023
26 Cl -3.6389 2.5328 3.3542  -0.006
27 C -4.3674 0.1333 1.7487  -0.195
28 C -4.4943 -1.3207 0.9265  -0.229
29 C -1.0337 -2.6726 -1.4512  -0.176
30 C 0.1987 -2.7076 -2.0195  -0.336
31 H 5.3825 -3.2506 -5.3007  0.211
32 H 4.2167 -4.2257 -5.2522  0.209
33 H 3.8222 -2.8156 -5.9494  0.196
34 H 4.8486 -3.1060 -2.9375  0.198
35 H 4.4338 -1.5392 -3.6317  0.208
36 H 2.3671 -3.8231 -3.3803  0.201
37 H 1.8824 -2.1289 -4.0625  0.195
38 H 2.1408 -1.2413 0.1737  0.197
39 H 0.0778 -1.3200 1.4055  0.203
40 H -2.3245 -0.6765 -1.4495  0.241
41 H -4.2740 -1.1344 -1.8659  0.165
42 H -4.9133 0.8743 -0.7668  0.209
43 H -3.3233 1.5623 -1.2025  0.217
44 H -1.3828 0.6944 -0.7348  0.220
45 H 0.7908 1.6180 0.0164  0.210
46 H 2.1759 2.3455 1.8390  0.374
47 H 3.6684 2.6673 3.2198  0.217
48 H 3.5398 4.0624 4.3830  0.264
49 H 3.3720 4.5495 1.5233  0.200
50 H 3.2541 5.7657 2.7932  0.220
51 H 4.8143 5.0188 2.5601  0.216
52 H -0.7336 3.1164 3.7253  0.289
53 H -5.3789 0.3224 1.8078  0.189
54 H -3.9275 0.2045 2.6245  0.211
55 H -4.4607 -1.9900 1.7663  0.268
56 H -5.5032 -1.3904 0.2167  0.192
57 H -1.9676 -3.1643 -1.9320  0.241
58 H 0.0386 -3.3677 -3.0712  0.225

Properties
SMILES string = CCCOc1ccc(C(=O)N2CCN(c3ccc(NC(=O)CC)cc3Cl)CC2)cc1
HOMO level = -7.35 eV
E_LUMO = -0.0075 hartree
Gap between HOMO and LUMO = 7.15 eV

# 3
The following is a DFT calculation (ωB97M-V/def2-TZVPD) of C23H28CoN7O2S2 as an isolated structure at a distorted geometry.

Each line ends with the Mulliken spin population.
Element x y z (Å)
1 Co -0.9170 -0.7556 0.2864  1.864
2 C -2.9885 -0.3899 2.6350  -0.037
3 N -2.3311 -0.0654 1.3645  0.287
4 C -2.8325 0.9529 0.7693  0.567
5 C -2.2454 1.3086 -0.4653  -0.016
6 C -2.5621 2.3575 -1.2973  0.161
7 C -1.6889 2.2560 -2.3727  -0.057
8 C -0.9033 1.1524 -2.1196  0.218
9 N -1.2459 0.5797 -0.9626  0.011
10 C -2.6913 0.5891 3.7478  0.066
11 C -1.3821 1.0397 3.9695  0.024
12 C -1.1030 1.9266 5.0099  -0.040
13 C -2.1280 2.3650 5.8457  0.016
14 C -3.4316 1.9144 5.6439  -0.012
15 C -3.7123 1.0274 4.6026  0.017
16 H -2.6456 -1.3809 2.9556  0.001
17 H -4.0718 -0.4807 2.4790  0.049
18 H -3.6728 1.5676 1.1333  0.085
19 H -3.3276 3.1069 -1.1478  0.000
20 H -1.6320 2.9076 -3.2347  0.000
21 H -0.1060 0.7647 -2.7443  0.018
22 H -0.5747 0.6967 3.3235  0.058
23 H -0.0842 2.2697 5.1690  0.002
24 H -1.9093 3.0520 6.6588  0.002
25 H -4.2289 2.2488 6.3024  -0.001
26 H -4.7328 0.6772 4.4671  0.008
27 N 0.4968 -1.4040 -0.7631  0.079
28 C -0.0054 -2.5898 -1.4317  0.007
29 C -1.4999 -2.3833 -1.7526  0.010
30 N -2.1640 -1.8648 -0.5714  0.111
31 H 0.7767 -0.6204 -1.4412  -0.013
32 H 1.4123 -1.5479 -0.1245  -0.002
33 H 0.1060 -3.4497 -0.7618  -0.006
34 H 0.5654 -2.7964 -2.3422  -0.004
35 H -1.9624 -3.3189 -2.0818  0.005
36 H -1.5988 -1.6546 -2.5649  -0.005
37 H -2.4455 -2.6291 0.1277  -0.022
38 H -3.1197 -1.2981 -0.7511  0.000
39 N 4.2016 -2.2471 -5.9039  0.000
40 C 3.9527 -1.6023 -4.6825  0.000
41 C 4.4077 -2.1663 -3.4855  0.000
42 C 4.2690 -1.4816 -2.2749  0.000
43 C 3.7062 -0.2036 -2.2694  -0.002
44 C 3.3111 0.4014 -3.4644  0.000
45 C 3.4555 -0.2942 -4.6679  0.001
46 S 3.5685 0.7056 -0.7241  0.001
47 O 3.6539 2.1059 -1.1078  0.008
48 O 4.5823 0.1262 0.1426  0.016
49 N 2.0828 0.3057 -0.2531  0.134
50 C 1.5598 0.7495 0.8364  0.009
51 S 2.2782 1.8442 2.0328  0.044
52 C 0.8453 1.7734 2.9842  0.145
53 C -0.0145 0.9688 2.3511  0.100
54 N 0.3135 0.3782 1.1745  0.171
55 H 4.2349 -3.2578 -5.8144  0.000
56 H 3.5699 -1.9493 -6.6407  0.000
57 H 4.8707 -3.1490 -3.4821  0.000
58 H 4.6031 -1.9398 -1.3472  0.000
59 H 2.8999 1.4081 -3.4610  -0.002
60 H 3.1695 0.1955 -5.5944  0.000
61 H 0.6932 2.2921 3.9166  0.017
62 H -0.9857 0.8037 2.8108  0.044
63 H -0.6415 -1.8983 1.3635  -0.136

Properties
HOMO level (spin up / spin down) = -4.16 / -6.39 eV
Multiplicity = 5
Expectation value of S² = 6.07
E_LUMO (spin up / spin down) = 0.0039 / -0.1210 hartree
Gap between HOMO and LUMO (spin up / spin down) = 4.26 / 3.09 eV

One value per record, in order, for DFT total energy: -55293.11046 -47425.81042 -98112.12989 eV.